Density functional theory data (the ωB97M-V functional and the def2-TZVPD basis) for C5H14CsO2 as an isolated structure at a distorted geometry.

```
22
Properties=species:S:1:pos:R:3:forces:R:3
Cs -4.8359 8.9078 -10.3435 -0.1102 -0.0106 0.0969
C -4.5369 7.3927 -14.7645 -0.1804 0.3619 -0.0527
C -4.4681 8.9103 -14.6714 0.0424 -0.5906 -0.2013
C -5.4430 9.6213 -15.5870 -0.1427 -0.0613 -0.0953
O -4.7502 9.2648 -13.2924 0.2405 0.2375 0.0948
H -4.3858 7.0879 -15.7991 0.1450 -0.0316 0.0256
H -5.5222 7.0240 -14.4718 0.0160 0.0253 0.1170
H -3.7646 6.9475 -14.1403 -0.0402 -0.1446 0.0003
H -3.4377 9.2043 -14.8895 -0.0494 0.1462 -0.0523
H -6.4688 9.3672 -15.3124 0.0083 0.1885 0.2033
H -5.3657 9.3256 -16.6347 0.3925 -0.0239 0.0758
H -5.2783 10.6985 -15.5316 -0.2308 0.0403 -0.0320
H -4.6492 10.2233 -13.2296 -0.0827 -0.0191 -0.1452
C -9.0166 7.8584 -12.2746 0.0116 -0.2722 -0.1608
C -7.7446 8.6758 -12.3052 -0.4685 0.7195 -0.7379
O -7.6946 9.6178 -11.2186 0.6546 -0.3439 0.0981
H -9.8829 8.4453 -12.5820 0.0690 0.1238 0.0562
H -9.2206 7.4695 -11.2777 0.1136 -0.0656 0.0132
H -8.9474 7.0217 -12.9737 0.0098 -0.0043 0.0693
H -7.6722 9.2536 -13.2342 -0.1799 -0.1275 -0.0404
H -6.8249 8.0861 -12.3529 -0.1762 -0.1301 0.6054
H -8.3269 10.3183 -11.4034 -0.0424 -0.0177 0.0618
```
Positions in Å, forces in eV/Å.

* ΔE to the lowest compared entry with this formula, charge and spin: 0.0000 eV
* E_HOMO: -13.99 eV
* total charge: +1
* strongest force on any atom: 1.13 eV/Å

Density functional theory data (the ωB97M-V functional and the def2-TZVPD basis) for one molecule with the formula CH3IOP2 at a distorted geometry.

```
8
Properties=species:S:1:pos:R:3:forces:R:3
C -0.1131 -0.5770 0.8397 -1.8325 1.8157 1.0849
O 0.1945 0.8310 -1.1861 -0.2373 1.6848 -0.0397
P -1.4367 3.2368 0.7116 0.5441 -1.2784 -0.0983
P -0.4608 0.9876 0.3565 1.2475 0.0643 -2.5439
I -1.1240 4.4165 -1.4467 0.1494 -0.6166 0.4208
H -0.5567 -0.9110 1.7761 0.3702 -0.0754 -0.1240
H -0.0089 -1.2523 0.0205 0.5546 -0.4303 -0.3001
H 0.4112 1.6224 -1.7741 -0.7959 -1.1642 1.6004
```
Positions in Å, forces in eV/Å.

* ΔE to the lowest compared entry with this formula, charge and spin: 2.2811 eV
* E_HOMO: -7.73 eV
* strongest force on any atom: 2.83 eV/Å

Density functional theory data (the ωB97M-V functional and the def2-TZVPD basis) for one molecule with the formula C2H6N2OS at a distorted geometry.

```
12
Properties=species:S:1:pos:R:3:forces:R:3
C 0.7688 1.2385 -0.9801 3.9695 4.1344 -3.6136
C -0.4950 -0.2485 -0.0681 0.2325 -1.3707 0.0619
H 0.1386 2.3641 -1.1720 1.4499 -3.8173 0.0507
H 1.8969 1.6459 -0.8755 -2.4921 -0.8881 0.2355
H 0.8753 0.3771 -1.8180 -0.8162 2.7987 1.5611
H -1.0985 -1.5551 -1.1546 -2.3072 -3.0452 -0.2671
H -1.2543 -1.8096 0.6820 0.0983 3.0934 2.1588
H 1.0506 -0.6139 2.7218 -3.3611 -0.1509 -0.6673
N -0.6106 -0.7472 -1.2147 0.8210 1.7940 -1.1749
N -1.0857 -0.7437 1.0489 -0.9166 -4.8699 -0.2518
O 0.3786 0.6567 0.1806 0.5151 2.0061 1.4891
S -0.5647 -0.5643 2.6496 2.8071 0.3155 0.4175
```
Positions in Å, forces in eV/Å.

* ΔE to the lowest compared entry with this formula, charge and spin: 4.2873 eV
* E_HOMO: -9.27 eV
* strongest force on any atom: 6.78 eV/Å

Density functional theory data (the ωB97M-V functional and the def2-TZVPD basis) for C28H17BrClN6O9W as an isolated structure at a distorted geometry.

```
63
Properties=species:S:1:pos:R:3:forces:R:3
W 0.8731 0.1539 0.4878 -0.1062 0.1368 -1.0358
Cl 3.6200 -0.3028 7.1742 0.1710 -0.0451 0.8536
C 3.2567 -0.2141 5.5561 -0.4727 -0.0267 -1.2541
C 4.2278 0.2690 4.6413 -0.4895 -0.2642 0.9770
C 3.9371 0.3253 3.3108 -0.8412 -0.0056 -0.8428
C 2.6519 -0.0693 2.8659 0.5851 -0.5595 1.6731
O 2.3947 -0.2082 1.5975 -0.7712 1.1797 -1.1879
C 1.6616 -0.5516 3.7782 -0.4482 0.3397 -1.1747
C 0.3334 -0.9594 3.3081 0.9963 0.0416 0.6484
N -0.1326 -0.8329 2.1154 -0.6271 0.2918 -0.5536
C -1.4765 -1.2610 1.8155 0.1650 -0.0708 -0.0479
C -2.4535 -1.5418 2.7340 -0.0381 0.0570 0.1209
C -3.7243 -1.9699 2.3077 -0.0069 -0.0143 -0.0546
C -4.0018 -2.1051 0.9754 -0.0172 -0.0010 -0.0135
C -3.0115 -1.8095 0.0083 -0.1798 -0.0790 -0.1056
C -3.2240 -1.9265 -1.3850 -0.0535 -0.0252 0.1300
C -2.2116 -1.6164 -2.2540 0.0895 -0.0205 -0.0328
C -0.9908 -1.1707 -1.7417 0.1118 -0.1731 -0.1943
N -0.7544 -1.0608 -0.4431 -0.0463 0.1629 0.2588
C -1.7491 -1.3803 0.4415 0.0817 -0.0411 0.0554
C 1.9693 -0.6276 5.1045 0.9510 0.2251 1.1006
H 5.1977 0.5749 5.0123 -0.0354 -0.0037 0.0257
H 4.6612 0.6769 2.5869 0.0190 -0.0875 -0.0186
H -0.2999 -1.4318 4.0528 0.0372 -0.0616 0.0088
H -2.2921 -1.4213 3.7975 0.0070 0.0028 -0.0125
H -4.4797 -2.1904 3.0487 -0.0054 0.0264 0.0006
H -4.9812 -2.4274 0.6450 0.0174 -0.0288 0.0078
H -4.1845 -2.2698 -1.7510 0.0010 0.0342 0.0018
H -2.3370 -1.7039 -3.3239 0.0191 0.0008 0.0046
H -0.1807 -0.9007 -2.4070 -0.0038 0.0300 -0.0238
H 1.2476 -0.9905 5.8269 0.0665 0.0376 0.0418
O 4.1987 -4.5676 -2.0685 -0.0605 0.1583 0.0776
C 3.4341 -3.6726 -1.4826 0.1362 -0.1883 -0.1080
C 2.3169 -3.9723 -0.6871 -0.0562 -0.0123 0.0397
C 1.5763 -2.9428 -0.1745 -0.1852 -0.0970 -0.0740
N 1.8741 -1.6439 -0.3903 -0.0747 0.2746 0.0768
C 2.9945 -1.3837 -1.0851 0.1374 -0.0334 -0.0102
Br 3.4619 0.4422 -1.1506 -0.0323 0.0058 -0.0290
C 3.7894 -2.3284 -1.6637 0.0130 0.0620 0.0015
H 3.9276 -5.4826 -1.9093 -0.0179 -0.0640 0.0138
H 2.0330 -4.9956 -0.4795 -0.0138 0.0068 -0.0187
H 0.6946 -3.1435 0.4198 -0.0048 -0.0003 -0.0109
H 4.6739 -2.0683 -2.2285 -0.0069 0.0073 -0.0078
O 1.4464 2.2401 2.5269 -0.9804 -0.2206 -1.6587
N 1.0058 1.7439 1.5825 1.6708 -0.7682 2.0481
O -0.9384 1.4050 0.0963 0.5446 -0.1832 0.7345
C -0.4606 1.7426 -1.0340 -0.1293 -0.0175 -0.3267
O 0.6590 1.1496 -1.2984 -0.0919 0.0643 -0.1819
C -1.1017 2.6497 -1.9581 0.0117 -0.0818 0.1189
C -0.4134 3.0835 -3.0916 0.0674 -0.0403 -0.0533
C -1.0560 3.9464 -3.9474 0.0183 -0.0213 -0.0310
C -2.3509 4.3841 -3.7326 -0.0040 0.0275 -0.0119
C -3.0047 3.9130 -2.6078 -0.0709 -0.0361 -0.0064
C -2.4101 3.0639 -1.7055 -0.0435 0.0062 0.0788
N -4.4113 4.3195 -2.3672 -0.1880 0.1721 0.0942
O -4.8598 5.1785 -3.0834 0.0881 -0.1320 0.0233
O -4.9873 3.7523 -1.4612 0.1078 0.0037 -0.0841
N -0.3284 4.4089 -5.1549 0.1628 0.1509 -0.1809
O 0.7687 3.9237 -5.3405 -0.1268 -0.0002 0.0773
O -0.8821 5.2281 -5.8438 -0.0091 -0.1205 0.1025
H 0.5988 2.7728 -3.3092 0.0020 -0.0025 -0.0266
H -2.8354 5.0643 -4.4210 -0.0095 0.0128 -0.0143
H -2.9605 2.7327 -0.8360 -0.0306 0.0088 -0.0086
```
Positions in Å, forces in eV/Å.

* ΔE to the lowest compared entry with this formula, charge and spin: 1.3893 eV
* E_HOMO (spin up / spin down): -17.08 / -17.07 eV
* total charge: +3
* strongest force on any atom: 2.75 eV/Å

Density functional theory data (the ωB97M-V functional and the def2-TZVPD basis) for one molecule with the formula C2H3ClNOP at a distorted geometry.

```
9
Properties=species:S:1:pos:R:3:forces:R:3
C -1.1099 1.0351 -2.5898 -0.2453 -0.4403 0.2036
C 0.0780 0.0530 -0.1150 -3.3427 3.1810 0.4147
N -2.1333 1.3317 -3.0419 0.9763 -0.1778 0.4115
O 1.1411 -0.5912 -2.6930 -0.2971 -1.0214 0.0198
P 0.4509 0.3743 -1.8598 0.1754 2.2019 -0.2395
Cl 1.5745 2.1274 -1.9705 -0.6930 -0.6197 0.5035
H 0.7711 -0.5557 0.3162 2.1539 -1.8525 0.8692
H 0.0740 1.0478 0.5567 -0.1565 -2.0663 -1.8732
H -0.9491 -0.4499 -0.0159 1.4289 0.7950 -0.3096
```
Positions in Å, forces in eV/Å.

* ΔE to the lowest compared entry with this formula, charge and spin: 0.2392 eV
* E_HOMO: -11.61 eV
* strongest force on any atom: 4.63 eV/Å

Density functional theory data (the ωB97M-V functional and the def2-TZVPD basis) for a 2-piece molecular cluster, C6H10O overall.

```
17
Properties=species:S:1:pos:R:3:forces:R:3
O 0.6390 -1.5383 1.2686 -0.0777 0.0171 -0.2045
C 1.9194 -1.3265 0.8817 0.2950 0.0246 -0.0865
C 2.3505 -0.9831 -0.3314 -0.0766 -0.0345 0.1129
C -0.1800 1.2283 -0.0132 0.1962 0.0501 0.0716
C -1.5804 1.5456 -0.3925 -0.1130 0.2253 -0.0949
C -1.0317 0.1997 -0.7039 0.0536 -0.1327 -0.2229
C -2.2614 0.3372 0.1452 -0.1802 -0.1019 0.1127
H 2.6012 -1.4750 1.7150 -0.0513 0.0119 -0.1230
H 3.4086 -0.8332 -0.5089 -0.1264 -0.0529 0.0794
H 1.6725 -0.8430 -1.1688 0.0697 -0.0330 0.1400
H 0.6158 1.6864 -0.5977 -0.1657 -0.0663 0.0736
H 0.0714 1.0651 1.0377 -0.0736 0.0562 -0.1650
H -1.9465 2.2810 -1.0939 0.0387 -0.1176 0.1132
H -0.9214 -0.2469 -1.6828 -0.0203 0.0912 0.1547
H 0.0458 -1.2726 0.5451 0.0462 -0.0304 0.1364
H -3.2095 0.0610 -0.3135 0.1555 0.0448 0.0681
H -2.1933 0.1142 1.2132 0.0300 0.0482 -0.1658
```
Positions in Å, forces in eV/Å.

* ΔE to the lowest compared entry with this formula, charge and spin: 2.6936 eV
* E_HOMO: -8.90 eV
* strongest force on any atom: 0.31 eV/Å

> What is the ΔE to the lowest compared entry with this formula, charge and spin in the second record?

2.2811 eV

> What is the strongest force on any atom in the third record?

6.78 eV/Å